P | Here is a cluster of 11 separate species, C44H88O11 in total from OMol25. Energies are from ωB97M-V/def2-TZVPD.

Geometry (Å):
C  12.2964  12.7311  8.0758
C  13.4596  13.5207  8.6976
C  14.5893  12.5220  8.7752
O  13.9441  11.2689  8.8790
C  12.8926  11.3808  7.9141
H  12.0799  13.1713  7.0267
H  11.4094  12.7461  8.7402
H  13.2312  13.7994  9.7314
H  13.7167  14.4200  8.1763
H  15.2560  12.6906  9.6098
H  15.2918  12.5498  7.9328
H  12.1464  10.6461  8.2546
H  13.2418  11.1591  6.9488
C  13.3984  19.7654  15.9565
C  12.5241  20.7006  16.9228
C  11.1742  20.0775  16.6832
O  11.2034  19.4326  15.3809
C  12.5048  19.4710  14.7995
H  13.6580  18.9211  16.5315
H  14.3747  20.2442  15.7445
H  12.4272  21.7444  16.6066
H  12.7866  20.6946  17.9888
H  10.3926  20.8190  16.6850
H  11.0394  19.3407  17.4353
H  12.4816  20.2113  13.9478
H  12.7367  18.4632  14.4932
C  12.9881  12.6386  12.1735
C  14.4222  12.5203  12.8474
C  14.2478  11.7367  14.1439
O  12.8224  11.9595  14.4759
C  12.1498  11.8465  13.2187
H  12.8844  12.1637  11.1780
H  12.8152  13.6974  12.0803
H  14.9008  13.4947  12.9700
H  15.1231  12.0149  12.1078
H  14.7659  12.1961  14.9862
H  14.5330  10.6882  13.9883
H  11.0906  12.1544  13.2739
H  12.1356  10.7476  12.9542
C  12.0517  11.1669  18.6258
C  11.6889  12.3234  17.7067
C  12.7784  13.3781  17.9126
O  13.9028  12.6735  18.4780
C  13.5059  11.2389  18.6342
H  11.7018  10.2197  18.2005
H  11.6996  11.3523  19.6218
H  10.6849  12.5883  17.8943
H  11.7395  12.0366  16.6228
H  12.3982  14.1466  18.5723
H  13.1101  13.8409  16.9876
H  14.0428  10.9547  19.5322
H  13.9669  10.6542  17.7716
C  11.6452  18.8213  10.9924
C  13.1460  18.7187  11.0295
C  13.3696  17.2657  11.3231
O  12.2558  16.8536  12.2235
C  11.1423  17.7337  11.9995
H  11.3468  18.5486  9.9782
H  11.2159  19.8422  11.1464
H  13.6620  19.3613  11.8174
H  13.6722  19.0591  10.2040
H  14.3509  17.0924  11.7392
H  13.2250  16.7016  10.4461
H  10.8263  18.1706  12.9567
H  10.3626  17.0580  11.6654
C  10.4536  16.2137  15.4191
C  10.6711  14.8006  14.9544
C  9.3001  14.2524  14.7261
O  8.3896  15.3660  14.8296
C  8.9915  16.1589  15.8095
H  10.4662  16.9488  14.6262
H  11.0909  16.6055  16.1896
H  11.1608  14.2629  15.7500
H  11.3305  14.6233  14.1700
H  9.0643  13.5390  15.5137
H  9.2559  13.8169  13.7551
H  8.8340  15.6529  16.8359
H  8.5359  17.1210  15.9200
C  14.9796  16.4235  17.0076
C  14.5834  16.3297  15.5214
C  15.8248  15.6290  14.9510
O  16.0762  14.6123  15.8562
C  15.9318  15.2416  17.1297
H  14.0613  16.2112  17.5780
H  15.4593  17.3610  17.2110
H  14.4036  17.2967  15.0596
H  13.6811  15.7156  15.4031
H  16.6530  16.3659  14.9330
H  15.6242  15.2069  13.9399
H  16.8744  15.5576  17.5619
H  15.5113  14.4626  17.8168
C  7.3597  14.2510  9.2252
C  8.6953  14.9101  9.4934
C  9.0360  14.5698  10.9625
O  8.4671  13.3190  11.1208
C  7.1744  13.4184  10.5115
H  7.3337  13.5336  8.3231
H  6.5847  14.9840  9.1255
H  8.6749  16.0118  9.2628
H  9.4697  14.4381  8.7936
H  8.5977  15.2344  11.7077
H  10.0887  14.6283  11.1749
H  6.4666  13.8537  11.2388
H  6.8499  12.3957  10.3292
C  9.2732  9.8688  9.0810
C  8.3109  8.8549  9.6812
C  8.8433  8.6361  11.1123
O  10.2187  8.8201  11.0536
C  10.3861  9.8912  10.1742
H  8.7223  10.7738  8.9239
H  9.7400  9.6628  8.1013
H  8.3404  7.8904  9.0969
H  7.2391  9.1310  9.7339
H  8.5572  7.6802  11.6309
H  8.3664  9.3728  11.7553
H  11.4214  9.7885  9.7933
H  10.2599  10.8240  10.7448
C  10.9447  6.5830  15.5662
C  11.5280  7.6668  14.6240
C  11.4201  8.8790  15.5602
O  11.7204  8.4357  16.8583
C  11.4194  6.9708  16.9269
H  11.1741  5.5389  15.3451
H  9.8581  6.5966  15.4789
H  10.8663  7.7428  13.7899
H  12.5697  7.4325  14.2785
H  10.4124  9.2537  15.5469
H  12.1013  9.6479  15.3388
H  10.6480  6.8248  17.6820
H  12.3784  6.5390  17.1604
C  7.2674  19.1816  13.4061
C  8.0317  20.2388  14.1983
C  9.0293  20.7145  13.1953
O  8.3002  20.7378  11.9605
C  7.2523  19.8217  12.0469
H  6.3162  18.8350  13.9097
H  7.8546  18.2428  13.2628
H  8.4417  19.7777  15.0945
H  7.3135  21.0131  14.5662
H  9.8419  19.9722  13.1476
H  9.4722  21.7194  13.3199
H  7.3720  19.0673  11.2590
H  6.3086  20.2955  11.8143

The LUMO energy is 0.606 eV. As for the charge: 0. Its structure (SMILES) is C1CCOC1.C1CCOC1.C1CCOC1.C1CCOC1.C1CCOC1.C1CCOC1.C1CCOC1.C1CCOC1.C1CCOC1.C1CCOC1.C1CCOC1.


Q | Here is a cluster of 11 separate species, C44H88O11 in total from OMol25. Energies are from ωB97M-V/def2-TZVPD.

Geometry (Å):
C  -20.2282  18.0080  -0.1414
C  -19.8668  18.5137  -1.5232
C  -21.2803  18.8230  -2.0408
O  -22.1194  17.8242  -1.5148
C  -21.5507  17.2517  -0.3334
H  -20.3502  18.8502  0.5472
H  -19.4325  17.4379  0.3467
H  -19.3615  17.7529  -2.1253
H  -19.2274  19.3944  -1.5977
H  -21.3946  18.9480  -3.1174
H  -21.5159  19.8212  -1.6375
H  -21.3565  16.1916  -0.4519
H  -22.0807  17.4685  0.5945
C  -16.2613  12.8931  0.8716
C  -16.7313  13.6830  2.0646
C  -16.4864  15.1691  1.8225
O  -15.4325  15.1057  0.8441
C  -15.5060  13.9336  0.0382
H  -17.0289  12.5036  0.1947
H  -15.6511  12.0160  1.0879
H  -16.1654  13.3301  2.9317
H  -17.7681  13.4575  2.3329
H  -16.2011  15.7212  2.7153
H  -17.3661  15.6988  1.4395
H  -14.5011  13.6334  -0.2599
H  -15.9824  14.1896  -0.9151
C  -17.2493  9.5227  -1.6245
C  -18.2440  10.6915  -1.8706
C  -17.3562  11.6395  -2.7447
O  -16.0302  11.1297  -2.7003
C  -16.0920  9.7151  -2.5884
H  -17.7314  8.5503  -1.7520
H  -16.9254  9.5997  -0.5866
H  -18.5936  11.1664  -0.9595
H  -19.1123  10.4072  -2.4631
H  -17.3635  12.6844  -2.4535
H  -17.6716  11.4887  -3.7808
H  -15.1888  9.2238  -2.2311
H  -16.2817  9.3107  -3.5906
C  -20.8670  16.8425  5.5573
C  -19.4154  17.1547  5.8506
C  -18.7277  16.3651  4.7358
O  -19.6411  16.3158  3.6349
C  -20.8962  16.8592  4.0275
H  -21.6178  17.4943  6.0057
H  -21.0932  15.8371  5.9265
H  -19.1465  16.6749  6.7934
H  -19.1783  18.2164  5.8890
H  -18.5322  15.3672  5.1328
H  -17.8080  16.8787  4.4517
H  -21.8081  16.4838  3.5662
H  -20.8878  17.9271  3.7556
C  -12.7314  15.4786  4.3268
C  -11.9812  14.4972  5.2791
C  -12.9842  14.1873  6.3752
O  -14.2626  14.4002  5.8065
C  -14.0835  15.6331  5.0746
H  -12.9414  15.0044  3.3736
H  -12.2252  16.4397  4.3242
H  -11.0793  14.9663  5.6633
H  -11.8413  13.5914  4.6913
H  -12.8568  14.7988  7.2783
H  -12.9159  13.1440  6.6933
H  -14.0974  16.4837  5.7620
H  -14.9654  15.7109  4.4409
C  -11.2608  15.9609  0.5299
C  -10.2917  16.6497  -0.3999
C  -11.1158  16.7808  -1.6775
O  -11.7879  15.5075  -1.7689
C  -12.1148  15.1036  -0.4627
H  -11.9343  16.6476  1.0508
H  -10.8605  15.2873  1.2875
H  -9.4751  15.9331  -0.5319
H  -9.8712  17.5801  -0.0200
H  -10.5865  17.0017  -2.6008
H  -11.8840  17.5537  -1.5580
H  -11.7722  14.0907  -0.2381
H  -13.1322  15.2840  -0.1115
C  -18.7770  10.2697  3.2672
C  -20.0453  9.7296  3.9359
C  -19.4626  8.6575  4.7885
O  -18.3488  8.1051  4.0251
C  -17.8931  9.0706  3.0604
H  -18.2768  11.0109  3.8961
H  -18.9295  10.6746  2.2640
H  -20.6795  9.3690  3.1242
H  -20.5640  10.4815  4.5302
H  -20.1362  7.8187  4.9521
H  -19.0386  9.0532  5.7123
H  -18.0952  8.6497  2.0663
H  -16.8165  9.2311  3.1366
C  -20.2740  12.6786  0.7859
C  -21.3068  12.6522  -0.3242
C  -22.4495  13.3437  0.4289
O  -21.8195  14.4379  1.0557
C  -20.4645  14.1099  1.3469
H  -19.2439  12.4776  0.4946
H  -20.5211  11.9842  1.5882
H  -21.4587  11.6151  -0.6417
H  -21.0500  13.1169  -1.2791
H  -22.8953  12.5857  1.0960
H  -23.3678  13.6129  -0.0983
H  -20.3672  14.0320  2.4303
H  -19.7896  14.8191  0.8667
C  -11.3179  12.7549  -3.5550
C  -10.2320  11.6914  -3.5005
C  -10.3325  11.4406  -1.9497
O  -11.6772  11.6595  -1.5873
C  -12.4343  12.1615  -2.6910
H  -11.5804  12.9759  -4.5953
H  -10.9460  13.6910  -3.1402
H  -9.3008  12.0471  -3.9343
H  -10.4752  10.7371  -3.9749
H  -9.7450  12.2588  -1.5128
H  -9.9092  10.4755  -1.6726
H  -13.1712  12.8731  -2.3275
H  -12.9130  11.3366  -3.2286
C  -11.9134  10.6202  1.9104
C  -12.7058  11.7052  2.6112
C  -13.5671  10.9545  3.6437
O  -13.3830  9.5665  3.3897
C  -12.8073  9.4001  2.1081
H  -10.9983  10.4605  2.4899
H  -11.5799  10.8787  0.9074
H  -13.3436  12.2626  1.9200
H  -12.0837  12.4601  3.0971
H  -14.6108  11.2716  3.5116
H  -13.3964  11.1967  4.6940
H  -13.6006  9.3188  1.3505
H  -12.2903  8.4456  1.9998
C  -15.6096  19.5636  2.5805
C  -16.0532  19.2870  1.1492
C  -14.7997  18.7425  0.4557
O  -13.7312  19.3090  1.1962
C  -14.1141  19.2700  2.5583
H  -16.1063  19.0047  3.3795
H  -15.8038  20.5884  2.9060
H  -16.3511  20.2146  0.6621
H  -16.8842  18.5790  1.1438
H  -14.7576  19.0435  -0.5903
H  -14.7403  17.6464  0.4878
H  -13.5187  19.9450  3.1766
H  -13.8241  18.2811  2.9465

The LUMO energy is 0.549 eV. As for the charge: 0. Its structure (SMILES) is C1CCOC1.C1CCOC1.C1CCOC1.C1CCOC1.C1CCOC1.C1CCOC1.C1CCOC1.C1CCOC1.C1CCOC1.C1CCOC1.C1CCOC1.


Unit: kJ/mol. Relative energies: P 59.9; Q 0.0.


P | Here is a cluster of 3 separate species, C3H6Cl6 in total from OMol25. Energies are from ωB97M-V/def2-TZVPD.

Geometry (Å):
Cl  -27.5391  -1.3273  -3.5430
C  -25.7648  -1.4176  -3.5263
Cl  -25.2172  -3.0328  -4.0995
H  -25.3711  -0.6235  -4.1608
H  -25.3851  -1.2614  -2.5166
Cl  -28.3430  1.4381  3.0834
C  -28.1201  0.0447  2.0080
Cl  -26.4749  -0.5267  2.1907
H  -28.7516  -0.7955  2.2967
H  -28.1902  0.3034  0.9515
Cl  -23.4618  -9.5970  -1.9935
C  -23.7407  -8.2413  -3.1316
Cl  -24.2972  -8.8313  -4.7460
H  -24.4434  -7.4951  -2.7607
H  -22.8112  -7.6893  -3.2713

The LUMO energy is 0.465 eV. As for the charge: 0. Its structure (SMILES) is ClCCl.ClCCl.ClCCl.


Q | Here is a cluster of 3 separate species, C3H6Cl6 in total from OMol25. Energies are from ωB97M-V/def2-TZVPD.

Geometry (Å):
Cl  -5.6347  -4.1838  -1.9961
C  -4.8757  -5.6694  -1.1457
Cl  -4.6057  -5.2895  0.5877
H  -5.7126  -6.3673  -1.1728
H  -3.9687  -5.9082  -1.7011
Cl  0.0080  1.2412  -0.5826
C  -1.1659  0.4785  -1.7710
Cl  -0.2617  0.0841  -3.3139
H  -1.7642  -0.2693  -1.2505
H  -1.8429  1.3233  -1.8981
Cl  5.7387  6.0139  4.1769
C  5.8641  4.7680  2.8263
Cl  7.2696  5.2527  1.8774
H  6.0230  3.7237  3.0954
H  4.9286  4.8020  2.2680

The LUMO energy is 0.497 eV. As for the charge: 0. Its structure (SMILES) is ClCCl.ClCCl.ClCCl.


Unit: kJ/mol. Relative energies: P 0.0; Q 50.3.


P | Here is the molecule C12H16N6O3 from OMol25. Energies are from ωB97M-V/def2-TZVPD.

Geometry (Å):
N  1.2911  -1.1182  -0.5270
C  1.1229  -0.7763  0.9656
C  2.4750  -0.8440  1.7186
C  2.9631  -2.2307  1.8217
C  3.2740  -2.8582  3.0195
N  3.5437  -4.1977  2.6715
C  3.4351  -4.3042  1.2788
N  2.9481  -3.2052  0.8220
C  0.3736  0.5140  1.1835
O  0.4315  1.0391  2.2814
N  -0.0392  1.1515  -0.0008
C  -1.0475  2.2301  0.0487
C  -1.1216  2.9347  -1.2983
C  -1.7106  2.0555  -2.4227
C  -1.0399  1.6099  -3.5945
N  -2.0839  0.8627  -4.1986
C  -3.1842  0.8429  -3.4427
N  -2.9981  1.5447  -2.3386
C  -2.3867  1.6842  0.4748
O  -2.6356  0.4845  0.4749
O  -3.3599  2.5347  0.8735
H  2.1362  -0.5930  -0.8372
H  1.6166  -2.1381  -0.6849
H  0.4389  -1.5761  1.2809
H  2.2963  -0.3903  2.6221
H  3.1062  -0.1634  1.0848
H  3.3953  -2.4491  4.0124
H  3.7080  -5.0131  3.3015
H  3.4432  -5.2715  0.6648
H  -0.0725  0.5747  -0.8117
H  -0.8613  2.9156  0.8767
H  -0.2191  3.4290  -1.5820
H  -1.9362  3.7543  -1.2582
H  0.0051  1.4239  -3.9383
H  -1.9506  0.3352  -5.0891
H  -4.1047  0.2739  -3.5015
H  -4.0408  2.0100  1.3026

The LUMO energy is 0.845 eV. As for the charge: 0. Its structure (SMILES) is N[C@@H](Cc1c[nH]cn1)C(=O)N[C@@H](Cc1c[nH]cn1)C(=O)O.


Q | Here is the molecule C12H16N6O3 from OMol25. Energies are from ωB97M-V/def2-TZVPD.

Geometry (Å):
N  -0.5112  -2.9921  -0.2574
C  -1.1690  -1.6334  -0.2714
C  -2.4865  -1.6242  0.4122
C  -3.3031  -0.4608  -0.0032
C  -4.5009  -0.4929  -0.5206
N  -4.9765  0.8448  -0.5515
C  -3.9400  1.6225  -0.1222
N  -2.8284  0.8442  0.1472
C  -0.1315  -0.7050  0.5633
O  0.1271  -0.9657  1.7083
N  0.3559  0.3756  -0.1290
C  1.2981  1.3628  0.2114
C  2.5863  1.6075  -0.5553
C  3.5300  0.6207  -0.1862
C  3.5138  -0.2677  0.7546
N  4.5172  -1.1557  0.4586
C  5.1307  -0.7696  -0.7336
N  4.5400  0.3554  -1.0507
C  0.5241  2.6373  0.2760
O  1.2205  3.6493  0.6580
O  -0.7502  2.5902  0.1924
H  0.2169  -3.0285  -1.0184
H  -0.2815  -3.0715  0.6795
H  -1.2319  -1.2042  -1.2899
H  -2.3145  -1.5838  1.5299
H  -3.1381  -2.6753  0.3345
H  -5.2266  -1.3794  -0.4671
H  -5.9913  1.0912  -0.6921
H  -3.8072  2.6809  0.2562
H  -0.1008  0.6087  -0.9681
H  1.6834  1.0733  1.1490
H  2.2437  1.7837  -1.6066
H  3.0018  2.4516  -0.1637
H  2.7090  -0.3794  1.4505
H  4.6899  -2.1436  0.8044
H  5.9900  -1.3161  -1.2157
H  -1.1892  1.6490  0.2167

The LUMO energy is 0.417 eV. As for the charge: 0. Its structure (SMILES) is N[C@@H](Cc1c[nH]cn1)C(=O)N[C@@H](Cc1c[nH]cn1)C(=O)O.


Unit: kJ/mol. Relative energies: P 0.0; Q 200.2.